(1)
Molecular formula: H4NS
Method: DFT, wB97M-V/def2-TZVPD

XYZ file:
```
6
Properties=species:S:1:pos:R:3:lowdin_charge:R:1
N 2.291 1.612 -0.483 0.01
H 1.860 2.022 -1.259 -0.03
H 2.441 2.388 0.162 -0.01
H 1.778 0.892 0.041 0.01
S -1.342 -1.020 0.312 -0.45
H -0.641 -0.258 -0.566 -0.53
```

Calculated values
* ΔE to the lowest compared entry with this formula, charge and spin: 27.9 kJ/mol
* total charge: -1
* orbital gap: 6.58 eV
* molecular weight: 50.11 g/mol


(2)
Molecular formula: C4H5N3
Method: DFT, wB97M-V/def2-TZVPD

XYZ file:
```
12
Properties=species:S:1:pos:R:3:lowdin_charge:R:1
N 0.587 1.712 -1.388 0.06
C 0.283 -0.058 -0.163 -0.12
C 0.923 -1.136 -0.122 -0.09
N 0.617 -2.232 0.597 0.07
C -0.535 -1.956 1.256 -0.22
N -1.253 -0.821 1.271 0.07
C -0.854 0.227 0.530 -0.14
H 0.496 1.945 -2.374 0.06
H 0.540 2.544 -0.811 0.06
H 1.509 1.403 -1.160 0.03
H -0.935 -2.773 1.853 0.11
H -1.407 1.172 0.509 0.11
```

Calculated values
* ΔE to the lowest compared entry with this formula, charge and spin: 494.8 kJ/mol
* SMILES: C1=C=NC=NC=1.N
* orbital gap (spin up / spin down): 8.64 / 8.64 eV
* molecular weight: 95.10 g/mol


(3)
Molecular formula: C17H32NOPPt
Method: DFT, wB97M-V/def2-TZVPD

XYZ file:
```
53
Properties=species:S:1:pos:R:3:lowdin_charge:R:1
C -2.925 0.206 -3.964 -0.10
C -2.677 -0.980 -3.291 -0.06
C -1.818 -1.023 -2.185 -0.28
C -1.209 0.161 -1.781 -0.26
C -1.553 1.385 -2.363 -0.32
C -2.411 1.405 -3.465 -0.06
C -1.657 -2.279 -1.380 -0.15
C -0.260 -2.851 -1.137 -0.18
N 0.859 -1.852 -1.056 -0.42
Pt 0.260 0.096 -0.335 0.83
C -0.959 2.646 -1.779 -0.28
P 0.635 2.187 -0.958 0.61
H -3.138 -1.919 -3.599 0.10
H -2.648 2.366 -3.918 0.11
H -3.552 0.214 -4.854 0.10
H -1.582 3.072 -0.978 0.09
H -0.779 3.444 -2.510 0.09
H -2.105 -2.123 -0.386 0.12
H -2.236 -3.067 -1.872 0.11
H -0.270 -3.384 -0.177 0.11
C 1.442 3.391 0.106 -0.26
C 1.737 2.094 -2.416 -0.27
H 0.011 -3.575 -1.921 0.12
C 1.488 -1.643 -2.396 -0.09
C 1.891 -2.364 -0.107 -0.11
H -0.262 1.344 0.600 -0.06
H 1.918 -2.589 -2.758 0.09
H 0.731 -1.277 -3.096 0.09
H 2.271 -0.886 -2.283 0.07
H 2.452 -3.191 -0.564 0.09
H 2.564 -1.543 0.160 0.07
H 1.384 -2.711 0.799 0.08
H 1.854 3.100 -2.845 0.04
H 2.715 1.709 -2.095 0.04
H 1.324 1.415 -3.176 0.04
H 1.632 4.318 -0.444 0.05
H 0.808 3.589 0.976 0.04
H 2.389 2.959 0.452 0.05
H 0.214 0.191 2.015 -0.03
C -1.135 0.577 4.171 -0.05
C 0.160 -0.216 3.992 -0.68
C 1.356 0.616 4.459 -0.04
C 0.061 -1.559 4.710 -0.05
O 0.345 -0.606 2.607 -0.16
H -1.335 0.742 5.236 0.09
H -1.981 0.032 3.736 0.09
H -1.052 1.568 3.716 0.07
H 1.387 0.732 5.550 0.08
H 2.284 0.129 4.140 0.08
H 1.279 1.625 4.036 0.08
H -0.830 -2.093 4.347 0.09
H 0.937 -2.182 4.490 0.08
H -0.008 -1.404 5.791 0.08
```

Calculated values
* ΔE to the lowest compared entry with this formula, charge and spin: 0.0 kJ/mol
* expectation value of S²: 2.006
* orbital gap (spin up / spin down): 5.61 / 8.34 eV
* molecular weight: 492.50 g/mol
* multiplicity: 3


(4)
Molecular formula: C4H16O3
Method: DFT, wB97M-V/def2-TZVPD

XYZ file:
```
23
Properties=species:S:1:pos:R:3:lowdin_charge:R:1
C -1.505 0.267 0.026 -0.10
C 2.007 -1.307 0.036 -0.10
C 0.582 -1.033 -0.475 -0.26
C -0.381 -0.576 0.613 -0.28
H -1.145 1.236 -0.327 0.06
H -2.411 0.473 0.593 0.08
H -1.802 -0.242 -0.897 0.06
H 2.755 -1.078 -0.707 0.07
H 2.039 -2.320 0.436 0.07
H 2.129 -0.759 0.972 0.04
H 0.208 -1.945 -0.934 0.10
H 0.666 -0.219 -1.190 0.11
H -0.798 -1.445 1.120 0.11
H 0.111 0.010 1.387 0.08
H 0.643 3.108 -0.426 -0.01
H 0.106 4.514 -0.688 0.03
O -0.039 3.590 -0.914 -0.07
H -3.593 -3.009 -1.009 0.04
H -2.352 -2.133 -0.940 0.00
O -2.818 -2.831 -0.465 -0.06
H 1.736 1.125 1.368 0.02
H 2.138 2.598 1.512 0.06
O 1.723 1.975 0.908 -0.04
```

Calculated values
* ΔE to the lowest compared entry with this formula, charge and spin: 66.9 kJ/mol
* SMILES: CCCC.O.O.O
* orbital gap: 11.60 eV
* molecular weight: 112.17 g/mol


(5)
Molecular formula: C30H28BrF5N2O3PdSSe
Method: DFT, wB97M-V/def2-TZVPD

XYZ file:
```
72
Properties=species:S:1:pos:R:3:lowdin_charge:R:1
Pd -1.460 1.508 0.367 0.94
N -1.993 3.402 1.639 0.03
C -2.271 4.633 0.904 -0.22
C -3.502 4.532 0.001 -0.16
C -3.297 3.726 -1.283 -0.23
N -3.183 2.292 -1.031 0.01
H -2.837 3.077 2.116 0.10
H -1.273 3.566 2.340 0.12
H -1.392 4.885 0.302 0.12
H -2.436 5.456 1.612 0.14
H -3.780 5.545 -0.288 0.13
H -4.341 4.113 0.560 0.13
H -2.388 4.062 -1.795 0.10
H -4.148 3.920 -1.951 0.14
H -3.049 1.780 -1.904 0.10
H -4.020 1.932 -0.565 0.12
O -1.452 -0.446 -1.062 -0.57
S -0.081 -0.884 -1.458 0.92
C -0.335 -2.350 -2.558 -0.21
C 1.013 -2.856 -2.909 -0.30
C 1.455 -4.108 -2.471 -0.04
C 2.727 -4.546 -2.785 -0.05
C 3.577 -3.733 -3.523 -0.04
C 3.147 -2.484 -3.965 -0.05
C 1.876 -2.047 -3.658 -0.05
C 0.564 -1.752 0.035 -0.22
C 2.028 -1.980 -0.078 -0.29
C 2.863 -0.979 -0.581 -0.06
C 4.223 -1.191 -0.687 -0.06
C 4.768 -2.403 -0.279 -0.06
C 3.947 -3.400 0.231 -0.06
C 2.586 -3.192 0.327 -0.04
H -0.870 -1.949 -3.418 0.11
H -0.961 -3.072 -2.041 0.11
H 0.785 -4.744 -1.912 0.12
H 3.058 -5.520 -2.458 0.12
H 4.568 -4.076 -3.771 0.12
H 3.803 -1.861 -4.554 0.12
H 1.532 -1.084 -4.007 0.12
H 0.007 -2.678 0.162 0.12
H 0.308 -1.081 0.863 0.08
H 2.437 -0.033 -0.892 0.08
H 4.864 -0.419 -1.084 0.11
H 5.833 -2.561 -0.343 0.11
H 4.371 -4.337 0.556 0.12
H 1.946 -3.963 0.727 0.12
Br -5.962 -3.866 5.712 0.80
C -4.863 -2.671 4.723 -0.65
C -5.264 -1.347 4.551 -0.09
C -4.488 -0.514 3.771 -0.01
C -3.311 -0.974 3.171 -0.13
C -2.906 -2.290 3.389 -0.01
C -3.680 -3.140 4.155 -0.10
C -2.579 -0.051 2.251 -0.57
O -3.240 0.874 1.713 -0.04
O -1.354 -0.179 2.003 -0.02
H -6.183 -0.989 4.993 0.11
H -4.795 0.507 3.606 0.12
H -1.997 -2.653 2.938 0.12
H -3.387 -4.168 4.296 0.11
F 5.280 4.217 0.626 0.19
C 4.144 3.765 0.135 -0.09
C 3.016 3.666 0.960 -0.12
F 3.070 4.044 2.227 0.16
C 1.845 3.147 0.435 -0.22
F 0.756 2.956 1.221 0.02
C 1.730 2.768 -0.901 -0.45
Se 0.072 2.176 -1.583 1.01
C 2.871 2.862 -1.706 -0.24
F 2.782 2.426 -2.960 0.11
C 4.072 3.346 -1.199 -0.12
F 5.153 3.389 -1.961 0.17
```

Calculated values
* ΔE to the lowest compared entry with this formula, charge and spin: 460.9 kJ/mol
* total charge: +2
* orbital gap (spin up / spin down): 3.12 / 3.14 eV
* molecular weight: 856.91 g/mol


(6)
Molecular formula: C9H16NO12S
Method: DFT, wB97M-V/def2-TZVPD

XYZ file:
```
39
Properties=species:S:1:pos:R:3:lowdin_charge:R:1
N -2.757 -0.819 -0.125 -0.65
O -3.269 -1.320 0.898 -0.10
O -3.519 -0.668 -1.109 -0.06
O -1.606 -0.457 -0.031 -0.06
O 3.655 0.671 -1.561 -0.29
S 2.255 0.464 -1.700 0.60
O 1.275 1.514 -2.004 -0.29
O 2.145 -0.540 -2.964 -0.26
C 2.756 0.006 -4.126 -0.27
C 2.581 -1.065 -5.219 -0.09
C 1.858 -0.418 -0.275 -0.16
H 3.597 0.589 -3.976 0.08
H 1.991 0.743 -4.554 0.13
H 2.279 -0.813 -6.287 0.09
H 1.655 -1.571 -5.215 0.04
H 3.275 -1.962 -5.180 0.09
H 2.006 0.240 0.656 0.11
H 2.465 -1.436 -0.183 0.13
H 0.841 -0.848 -0.160 0.06
C -2.966 1.912 1.935 -0.06
C -3.013 2.521 0.494 -0.10
O -2.873 3.885 0.780 0.07
C -2.716 4.131 2.031 -0.63
O -2.514 5.253 2.492 0.10
O -3.135 3.103 2.769 0.07
H -2.073 1.527 2.124 0.06
H -3.758 1.123 2.003 0.14
H -3.978 2.481 -0.169 0.17
H -2.166 2.117 -0.116 0.13
C -0.264 -1.536 3.119 -0.07
C 0.125 -2.876 2.664 -0.20
O 1.503 -2.995 2.715 0.02
C 2.033 -1.603 2.792 -0.41
O 3.269 -1.421 2.715 0.09
O 0.996 -0.766 3.132 0.02
H -0.696 -1.541 4.150 0.14
H -0.867 -0.795 2.401 0.16
H -0.071 -3.218 1.821 0.06
H -0.305 -3.631 3.276 0.13
```

Calculated values
* ΔE to the lowest compared entry with this formula, charge and spin: 132.4 kJ/mol
* total charge: -1
* orbital gap: 8.20 eV
* molecular weight: 362.29 g/mol


Look up the molecular weight of the fourth one.
112.17 g/mol